No. 1
{
  "formula": "C31H69N9O11",
  "method": "ωB97M-V/def2-TZVPD",
  "e_lumo_ha": 0.0184,
  "smiles": "COC(=O)OC.CN(C)C=O.CN(C)C=O.CN(C)C=O.CN(C)C=O.CN(C)C=O.CN(C)C=O.CN(C)C=O.CN(C)C=O.CCCC#N",
  "total_charge": 0,
  "spin_multiplicity": 1,
  "max_force_ha_per_bohr": 0.085,
  "symbols": ["C", "O", "C", "O", "O", "C", "H", "H", "H", "H", "H", "H", "C", "N", "C", "C", "O", "H", "H", "H", "H", "H", "H", "H", "C", "N", "C", "C", "O", "H", "H", "H", "H", "H", "H", "H", "C", "N", "C", "C", "O", "H", "H", "H", "H", "H", "H", "H", "C", "N", "C", "C", "O", "H", "H", "H", "H", "H", "H", "H", "C", "N", "C", "C", "O", "H", "H", "H", "H", "H", "H", "H", "C", "N", "C", "C", "O", "H", "H", "H", "H", "H", "H", "H", "C", "N", "C", "C", "O", "H", "H", "H", "H", "H", "H", "H", "C", "N", "C", "C", "O", "H", "H", "H", "H", "H", "H", "H", "C", "C", "C", "C", "N", "H", "H", "H", "H", "H", "H", "H"],
  "positions_angstrom": [[-4.7966, -0.7525, -3.6934], [-3.5763, -1.1349, -4.2839], [-2.9368, -2.1874, -3.7566], [-3.3940, -2.9432, -2.8962], [-1.7639, -2.4011, -4.2856], [-1.1342, -1.4652, -5.2415], [-5.5434, -1.5737, -3.7304], [-5.1056, 0.1103, -4.3068], [-4.6968, -0.4731, -2.6603], [-0.7322, -0.6688, -4.6697], [-1.9171, -1.2313, -5.9789], [-0.2878, -2.0219, -5.6585], [3.4344, 3.0992, -3.7702], [4.7822, 2.6209, -3.6447], [5.2876, 2.4992, -2.2971], [5.5608, 2.4388, -4.7004], [6.7593, 2.1377, -4.6282], [3.4053, 4.0946, -3.2463], [2.6946, 2.4516, -3.3587], [3.1582, 3.2995, -4.8374], [5.8999, 1.5957, -2.2433], [5.7739, 3.3718, -1.9871], [4.4339, 2.3784, -1.6513], [4.9578, 2.4926, -5.6203], [6.8860, 1.3240, 1.5538], [6.3982, 0.0185, 1.9185], [6.7620, -1.0273, 0.9807], [5.3615, -0.0322, 2.7946], [4.7998, -1.0651, 3.0377], [7.9532, 1.4340, 1.7007], [6.4445, 2.1415, 2.0664], [6.7240, 1.5091, 0.5197], [7.8609, -0.9170, 0.7924], [6.5631, -2.0424, 1.3720], [6.1148, -0.8977, 0.0820], [5.1482, 0.8814, 3.3669], [-5.5345, 0.5770, 2.4182], [-4.2337, 1.0842, 2.0076], [-3.5052, 1.7711, 3.0236], [-3.6787, 0.6567, 0.8630], [-2.5672, 0.8661, 0.5095], [-6.2335, 1.3833, 2.3382], [-5.4921, 0.2870, 3.4796], [-5.8854, -0.2815, 1.9084], [-3.3468, 1.1321, 3.8994], [-2.5024, 2.0761, 2.6566], [-3.9509, 2.7025, 3.3381], [-4.3331, 0.0954, 0.2152], [-3.2645, -3.0849, 0.5597], [-4.2302, -2.9696, 1.5972], [-3.7191, -2.6578, 2.9231], [-5.5568, -3.3134, 1.3626], [-6.4382, -3.3707, 2.1780], [-2.6358, -3.9652, 0.6702], [-2.6314, -2.2098, 0.4669], [-3.7682, -3.1472, -0.4453], [-3.1152, -1.7094, 2.9608], [-4.5630, -2.6131, 3.6263], [-3.0317, -3.5411, 3.1498], [-5.7399, -3.5956, 0.3282], [1.8289, 5.5547, 0.9209], [1.0031, 4.3634, 0.9641], [0.2676, 4.0398, 2.1234], [0.8942, 3.6730, -0.1793], [1.2938, 4.0504, -1.2241], [2.7751, 5.4470, 1.5128], [1.3816, 6.3684, 1.4654], [2.0074, 5.7717, -0.1305], [-0.2821, 4.9031, 2.4266], [-0.5489, 3.3120, 1.9747], [0.9042, 3.7701, 2.9590], [0.3541, 2.7467, 0.0169], [-1.4662, -6.4142, -0.4350], [-0.4304, -5.4050, -0.4275], [-0.1230, -4.6681, -1.6567], [0.3066, -5.3087, 0.6801], [1.1571, -4.3969, 0.8167], [-2.4745, -6.0243, -0.1795], [-1.2097, -7.1155, 0.3156], [-1.4597, -6.9947, -1.3802], [0.3786, -5.3784, -2.3431], [-0.9763, -4.3271, -2.1890], [0.5771, -3.8901, -1.4047], [0.1813, -6.0243, 1.4660], [-2.2773, 5.4426, -3.3315], [-2.2041, 4.0847, -2.8181], [-1.9474, 3.1368, -3.9458], [-1.9932, 3.7475, -1.5794], [-2.0200, 4.5014, -0.6236], [-1.2906, 5.5912, -3.7972], [-2.3552, 6.1308, -2.4778], [-3.0559, 5.4767, -4.1035], [-2.5692, 3.3375, -4.7833], [-0.9519, 3.2738, -4.3421], [-2.1310, 2.1609, -3.6271], [-1.8018, 2.6356, -1.4973], [2.0117, -2.6840, 4.2141], [0.6343, -2.3102, 4.3743], [-0.3030, -3.4163, 4.5371], [0.1701, -1.0696, 4.0276], [-0.9935, -0.7492, 3.8708], [2.6416, -1.7733, 4.2089], [2.2333, -3.2398, 3.2329], [2.2775, -3.3385, 5.0154], [-0.5295, -3.8718, 3.5961], [0.1427, -4.1265, 5.2300], [-1.2294, -3.1004, 4.9532], [0.9994, -0.3154, 3.9379], [1.7251, 0.8367, 1.5561], [1.5940, -0.5553, 0.8626], [0.3182, -0.7577, 0.0639], [0.2089, -0.0112, -1.2292], [0.0129, 0.5007, -2.2339], [2.4917, 0.8472, 2.3467], [0.7574, 1.1203, 1.9281], [1.9774, 1.5725, 0.8038], [1.6039, -1.3883, 1.6099], [2.5404, -0.7114, 0.3067], [-0.4960, -0.4526, 0.6937], [0.1472, -1.8147, -0.1462]]
}



No. 2
{
  "formula": "C31H72Br2NNbO4P",
  "method": "ωB97M-V/def2-TZVPD",
  "e_lumo_ha": 0.0850,
  "total_charge": -1,
  "spin_multiplicity": 1,
  "max_force_ha_per_bohr": 0.062,
  "symbols": ["C", "C", "C", "C", "O", "Nb", "C", "C", "C", "C", "C", "O", "C", "C", "C", "O", "C", "C", "C", "N", "C", "C", "Br", "C", "C", "P", "O", "Br", "H", "H", "H", "H", "H", "H", "H", "H", "H", "H", "H", "H", "H", "H", "H", "H", "H", "H", "H", "H", "H", "H", "H", "H", "H", "H", "H", "H", "H", "H", "H", "H", "H", "H", "H", "H", "H", "H", "H", "H", "H", "H", "H", "H", "C", "C", "C", "C", "C", "C", "H", "H", "H", "H", "H", "H", "H", "H", "H", "H", "H", "H", "H", "H", "C", "C", "C", "C", "C", "C", "H", "H", "H", "H", "H", "H", "H", "H", "H", "H", "H", "H", "H", "H"],
  "positions_angstrom": [[-0.8299, -4.5881, -0.3669], [-2.1901, -3.9805, -0.6886], [-2.4248, -2.6502, 0.0308], [-2.8731, -1.4916, -0.8527], [-1.7412, -0.8106, -1.3790], [-1.8349, 0.9435, -2.3452], [-1.8514, 2.2947, -0.5152], [-1.6620, 1.6038, 0.8375], [-0.2121, 1.4987, 1.3376], [0.3281, 0.0669, 1.2548], [1.8023, -0.0684, 0.9294], [2.3740, -1.0732, 1.7697], [3.4693, -1.7101, 1.1804], [-4.0634, 1.2928, -2.1356], [-5.0719, 0.8275, -3.1576], [-5.1214, -0.5876, -3.2145], [-6.2749, -1.0280, -3.8829], [-6.1589, -2.4977, -4.2007], [0.4544, 0.8628, -2.1976], [1.1911, 2.0084, -1.6440], [2.6337, 1.9630, -1.8185], [-1.4378, 2.7919, -3.6489], [-3.0129, 3.4329, -4.6739], [-0.2234, 2.8955, -4.5856], [-0.3132, 2.3237, -5.9897], [-1.8720, -0.4123, -4.6063], [-3.0107, 0.0686, -5.7244], [-2.4933, -2.5576, -4.3519], [-0.8086, -4.9101, 0.6721], [-0.0565, -3.8303, -0.4659], [-0.5850, -5.4318, -1.0024], [-2.9449, -4.6879, -0.3479], [-2.3214, -3.8825, -1.7600], [-3.1831, -2.7839, 0.8005], [-1.5203, -2.3302, 0.5428], [-3.4364, -0.8055, -0.2230], [-3.5157, -1.8412, -1.6560], [-1.1178, 3.0922, -0.6348], [-2.8212, 2.7928, -0.5018], [-2.2242, 2.1695, 1.5822], [-2.0856, 0.6033, 0.8636], [0.4347, 2.2057, 0.8323], [-0.2197, 1.7708, 2.3922], [0.1958, -0.4193, 2.2191], [-0.2469, -0.5084, 0.5373], [2.3449, 0.8662, 1.0654], [1.9317, -0.3885, -0.1023], [4.0073, -2.2538, 1.9502], [4.1562, -0.9992, 0.7191], [3.1514, -2.4206, 0.4142], [-4.4643, 1.0106, -1.1577], [-4.1500, 2.3835, -2.1041], [-6.0739, 1.1801, -2.8726], [-4.8917, 1.2367, -4.1519], [-6.4302, -0.4509, -4.7966], [-7.1419, -0.8733, -3.2314], [-7.1453, -2.9185, -4.3824], [-5.7147, -3.0236, -3.3634], [-5.5481, -2.6789, -5.0768], [0.7701, -0.0200, -1.6463], [0.7576, 0.6757, -3.2407], [0.8343, 2.8734, -2.0166], [2.9781, 2.4141, -2.7539], [2.9590, 0.9279, -1.8144], [3.1450, 2.4559, -0.9910], [-1.3163, 3.5902, -2.9222], [0.6623, 2.4796, -4.1196], [-0.0013, 3.9592, -4.7189], [-0.9937, 2.8815, -6.6214], [0.6721, 2.4013, -6.4458], [-0.5677, 1.2688, -6.0133], [-3.0540, 1.0311, -5.7420], [2.4809, 3.3110, 3.0184], [1.5541, 4.4519, 2.6112], [2.1835, 5.4263, 1.6177], [3.4215, 6.1630, 2.1323], [3.2026, 6.9685, 3.4116], [2.1719, 8.0838, 3.2599], [3.3756, 3.6766, 3.5268], [1.9732, 2.6272, 3.6996], [2.7982, 2.7360, 2.1469], [1.2151, 4.9859, 3.5042], [0.6592, 4.0305, 2.1523], [1.4280, 6.1526, 1.3055], [2.4594, 4.8750, 0.7133], [3.7774, 6.8373, 1.3462], [4.2297, 5.4458, 2.2998], [4.1581, 7.4058, 3.7148], [2.9024, 6.3027, 4.2250], [2.4673, 8.7810, 2.4729], [2.0694, 8.6507, 4.1868], [1.1870, 7.6895, 3.0073], [0.9774, -3.9069, 2.9521], [1.0285, -5.4315, 2.9258], [1.4528, -6.0515, 4.2563], [2.8539, -5.6553, 4.7254], [3.9742, -5.9764, 3.7380], [4.1171, -7.4666, 3.4408], [1.9524, -3.4674, 3.1611], [0.6504, -3.5104, 1.9911], [0.2793, -3.5526, 3.7139], [1.7003, -5.7600, 2.1278], [0.0401, -5.8188, 2.6640], [1.3851, -7.1410, 4.1818], [0.7350, -5.7581, 5.0289], [3.0609, -6.1623, 5.6741], [2.8745, -4.5851, 4.9461], [4.9160, -5.6037, 4.1496], [3.8155, -5.4314, 2.8040], [4.3094, -8.0291, 4.3573], [4.9463, -7.6507, 2.7561], [3.2164, -7.8730, 2.9789]]
}